Formula: C4H4O2
Source: OMol25
Level of theory: ωB97M-V with the def2-TZVPD basis set

Last column: natural (NBO) charge in e.
CARTESIAN COORDINATES (ANGSTROEM)
H -0.725311 -0.522648 1.439732  0.214
H 1.465335 -1.187138 -0.108054  0.487
C 0.898891 0.777807 0.790028  0.436
C -0.974039 -0.016344 -0.602763  -0.065
H -2.193165 0.331607 -2.487427  0.240
H 0.651500 1.602925 1.472207  0.134
C -0.105467 -0.360753 0.548865  -0.067
O 1.975028 0.742577 0.244771  -0.514
O 0.642854 -1.518917 0.304767  -0.682
C -1.624531 0.167771 -1.593938  -0.186

Forces on the atoms, in the same order (eV/Å):
0.1 0.1 -0.1
-0.2 -0.3 0.1
0.4 0.1 -0.3
0.0 -0.1 0.0
0.1 0.0 0.3
-0.3 0.1 -0.1
-0.1 0.1 0.0
-0.4 0.0 0.3
0.3 0.0 -0.2
0.0 0.1 0.0

Output
Multiplicity: 1
HOMO energy (Eh): -0.3803
Net charge: 0
Structure (SMILES): C#C[C@@H](O)C=O
M (g mol⁻¹): 84.1